#P
The following is a DFT calculation (ωB97M-V/def2-TZVPD) of a cluster of 2 separate species, C3H2Cl2N2 in total.

Each line ends with the Löwdin charge.
Atoms and positions in Å:
C -1.543 -0.576 -0.290  0.173
C -1.543 0.798 -0.187  -0.731
C -0.260 -1.059 -0.334  -0.139
N -0.236 1.116 -0.168  -0.023
N 0.513 0.004 -0.256  0.118
Cl -2.823 1.895 -0.086  0.775
Cl 2.305 2.615 -0.070  -0.256
H 0.149 -2.043 -0.405  0.117
H 0.310 1.997 -0.110  -0.034

## Properties
Orbital gap (spin up / spin down), eV: 4.21 / 4.20
Net charge: 0
LUMO level (spin up / spin down), eV: -4.801 / -4.806

***

#Q
The following is a DFT calculation (ωB97M-V/def2-TZVPD) of an isolated molecule of C3H2Cl2N2.

Each line ends with the Löwdin charge.
Atoms and positions in Å:
C -0.794 -0.895 0.297  -0.746
C 0.817 -0.262 -1.041  -0.215
C -0.394 0.419 0.623  -0.778
H 1.714 -0.441 -1.686  0.127
H 1.290 1.670 0.169  0.226
N 0.001 -1.322 -0.851  0.063
N 0.634 0.815 -0.186  0.004
Cl -2.171 -1.602 1.009  0.667
Cl -1.098 1.618 1.666  0.653

## Properties
Orbital gap, eV: 9.29
Net charge: 0
SMILES: Clc1nc[nH]c1Cl
LUMO level, eV: 0.510

***

#R
The following is a DFT calculation (ωB97M-V/def2-TZVPD) of an isolated molecule of C3H2Cl2N2.

Each line ends with the Löwdin charge.
Atoms and positions in Å:
C -0.296 0.761 0.342  -0.747
C 0.841 0.471 -0.328  -0.154
C -1.044 -0.390 0.360  -0.726
H 1.731 1.057 -0.547  0.132
H 1.640 -1.417 -0.887  0.200
N 0.794 -0.820 -0.622  -0.044
N -0.367 -1.382 -0.250  0.035
Cl -0.569 2.292 1.052  0.678
Cl -2.729 -0.572 0.879  0.626

## Properties
Orbital gap, eV: 10.21
Net charge: 0
SMILES: Clc1c[nH]nc1Cl
LUMO level, eV: 0.669

***

Energy ordering: #R at the bottom, the next structure 15.2 kJ/mol above.